# 1
The following is a DFT calculation (ωB97M-V/def2-TZVPD) of a structure of composition C6H24N12O6Y.

Geometry as XYZ:
```
49
Properties=species:S:1:pos:R:3:forces:R:3:lowdin_charge:R:1
Y 0.570 -0.422 0.591 -1.9 1.1 -2.2 1.840
C 0.297 2.661 -1.347 1.2 0.1 0.2 -0.608
O 0.396 1.600 -0.704 -0.3 -0.4 -0.3 -0.110
N 1.355 3.483 -1.455 0.2 0.6 -0.3 0.201
N -0.820 3.099 -1.953 -0.2 -0.6 0.3 0.204
H 2.290 3.163 -1.276 -0.1 -0.1 0.2 0.126
H 1.272 4.316 -2.016 0.2 0.0 0.0 0.124
H -1.613 2.488 -1.933 -0.2 0.3 0.0 0.101
H -0.820 3.945 -2.494 -0.2 0.0 -0.1 0.130
C 1.785 -3.760 0.468 0.2 0.0 0.8 -0.585
O 1.175 -2.666 0.295 0.2 0.3 0.6 -0.139
N 3.139 -3.766 0.529 -0.4 0.3 -0.5 0.192
N 1.174 -4.926 0.716 0.4 1.3 -0.5 0.227
H 3.506 -2.856 0.303 0.5 -0.3 -0.1 0.113
H 3.630 -4.573 0.170 0.3 0.1 0.2 0.134
H 0.170 -4.924 0.723 0.0 -0.6 0.0 0.128
H 1.780 -5.691 0.958 -0.6 -0.5 0.1 0.139
C -2.474 -2.030 0.166 -2.0 -1.4 -0.7 -0.582
O -1.321 -1.626 0.351 0.3 0.4 0.2 -0.119
N -3.305 -1.644 -0.843 1.4 0.5 0.9 0.207
N -2.994 -3.025 0.910 1.1 0.1 0.8 0.204
H -2.945 -0.946 -1.466 -0.5 0.0 -0.2 0.104
H -4.257 -1.961 -0.810 -0.1 0.2 -0.5 0.126
H -2.344 -3.430 1.562 -0.4 -0.1 0.3 0.122
H -3.914 -3.423 0.841 0.0 0.1 -0.2 0.132
C 2.443 2.047 2.382 1.9 0.4 0.2 -0.590
O 1.652 1.344 1.720 -0.3 -1.2 -0.1 -0.123
N 2.404 3.395 2.365 -0.7 0.0 0.3 0.206
N 3.504 1.533 3.054 -0.8 -0.2 -0.3 0.201
H 1.564 3.859 2.053 0.0 -0.1 -0.1 0.126
H 2.912 3.894 3.080 0.1 0.1 -0.1 0.131
H 4.162 2.127 3.530 0.1 0.0 0.0 0.129
H 3.764 0.574 2.910 -0.1 0.0 0.2 0.119
C 0.253 -0.850 -3.007 -0.6 -0.2 0.5 -0.598
O 0.241 -0.867 -1.755 0.2 0.1 0.4 -0.114
N 0.989 -1.734 -3.683 0.6 -0.3 -0.2 0.210
N -0.539 -0.025 -3.721 0.6 -0.1 -0.5 0.206
H 1.371 -2.504 -3.162 0.2 0.2 0.0 0.125
H 1.085 -1.772 -4.684 -0.2 0.1 0.0 0.133
H -1.281 0.507 -3.317 0.2 0.2 0.2 0.098
H -0.388 0.030 -4.715 -0.4 0.0 0.0 0.128
C -2.075 1.641 1.659 -1.2 -0.3 1.6 -0.588
O -1.195 0.836 1.311 0.6 -0.1 0.1 -0.117
N -3.145 1.905 0.901 0.3 0.0 -1.0 0.209
N -2.155 2.152 2.909 0.9 0.0 -0.3 0.209
H -3.174 1.475 -0.005 -0.3 0.0 0.0 0.106
H -3.936 2.427 1.233 0.0 0.0 -0.1 0.133
H -2.826 2.867 3.137 0.0 0.0 0.1 0.128
H -1.361 2.052 3.519 -0.1 0.0 0.1 0.124
```
Positions in Å, forces in eV/Å.

Spin multiplicity   1
Max |F|   0.0596 hartree/bohr
E_tot   -1389.455863 Ha
Net charge   +3
HOMO level   -18.31 eV
M   449.2 g/mol
Orbital gap   10.14 eV
ΔE to the lowest compared entry with this formula, charge and spin   22.34 kJ/mol

=====

# 2
The following is a DFT calculation (ωB97M-V/def2-TZVPD) of a cluster of 2 separate species, C2HFN2O2 in total.

Geometry as XYZ:
```
8
Properties=species:S:1:pos:R:3:forces:R:3:lowdin_charge:R:1
C 1.325 0.183 -0.211 -1.3 -0.8 1.1 -0.307
C 0.742 -1.110 0.143 -0.5 0.4 -0.1 -0.298
N 0.016 0.093 0.313 1.2 0.5 -0.5 0.001
N -1.213 0.522 0.558 -4.6 -0.8 -2.6 0.084
O 2.063 1.005 -0.540 1.9 1.4 -1.1 0.194
O 0.541 -2.269 0.179 0.2 -0.5 0.0 0.161
F -1.474 1.952 0.125 1.4 -2.7 0.3 -0.129
H -2.001 -0.375 -0.568 1.7 2.6 2.8 0.294
```
Positions in Å, forces in eV/Å.

Spin multiplicity   1
Max |F|   0.1037 hartree/bohr
E_tot   -436.390394 Ha
HOMO level (alpha / beta)   -10.32 / -10.32 eV
M   104.0 g/mol
Orbital gap (alpha / beta)   8.42 / 8.42 eV
ΔE to the lowest compared entry with this formula, charge and spin   757.54 kJ/mol

=====

# 3
The following is a DFT calculation (ωB97M-V/def2-TZVPD) of a structure of composition C4H7NO.

Geometry as XYZ:
```
13
Properties=species:S:1:pos:R:3:forces:R:3:lowdin_charge:R:1
C 1.568 0.617 0.196 0.4 0.0 0.2 0.053
N 0.186 -0.117 -0.716 -0.1 0.3 0.0 -0.135
C -0.195 1.166 -0.651 -0.1 -0.1 -0.1 -0.039
C -0.405 -1.193 -0.218 -0.1 -0.1 0.1 -0.161
C -1.641 -1.194 0.523 0.1 -0.1 0.0 -0.314
O -2.181 -2.195 0.968 0.1 0.3 -0.1 -0.012
H 2.168 1.307 -0.392 -0.1 -0.1 0.1 0.068
H 2.066 -0.346 0.286 -0.1 0.1 0.0 0.074
H 1.306 1.006 1.180 0.0 0.0 -0.2 0.075
H -1.181 1.469 -0.291 0.1 -0.1 0.0 0.091
H 0.346 1.883 -1.256 0.0 -0.1 0.1 0.084
H 0.107 -2.140 -0.366 -0.1 0.1 0.0 0.110
H -2.119 -0.199 0.679 0.0 -0.2 0.0 0.105
```
Positions in Å, forces in eV/Å.

Spin multiplicity   1
Max |F|   0.0085 hartree/bohr
E_tot   -286.434077 Ha
HOMO level (alpha / beta)   -7.88 / -7.88 eV
M   85.1 g/mol
Orbital gap (alpha / beta)   7.67 / 7.67 eV
ΔE to the lowest compared entry with this formula, charge and spin   518.72 kJ/mol